1.
{"formula": "H22O11", "method": "ωB97M-V/def2-TZVPD", "species": ["O", "O", "O", "O", "O", "O", "O", "O", "O", "O", "O", "H", "H", "H", "H", "H", "H", "H", "H", "H", "H", "H", "H", "H", "H", "H", "H", "H", "H", "H", "H", "H", "H"], "coordinates": [[5.6480, -18.1520, 10.0910], [2.4320, -21.0700, 10.0490], [3.3940, -18.7880, 8.8710], [2.3840, -21.0480, 6.3100], [-0.3140, -19.4860, 11.3130], [0.4040, -18.1680, 7.9060], [-0.0560, -20.8890, 8.5900], [3.2430, -19.0640, 11.6930], [3.2930, -23.6900, 7.8970], [3.5630, -23.6560, 10.8440], [4.1120, -20.8950, 13.5650], [0.0940, -19.7340, 12.1300], [4.0300, -23.1250, 7.6610], [3.1240, -23.6610, 8.8660], [0.3320, -19.0980, 8.0540], [-0.7440, -20.3020, 8.7120], [3.1290, -22.7790, 10.7420], [4.0870, -23.7090, 11.6490], [5.8070, -17.7070, 10.9090], [4.0340, -20.6480, 12.6680], [2.7820, -18.1200, 9.3030], [0.6000, -18.2340, 6.9860], [4.1040, -18.7210, 12.0290], [2.6210, -20.3730, 10.6610], [2.5270, -21.0290, 7.2400], [-0.4940, -18.5170, 11.4250], [5.0290, -20.9780, 13.7480], [2.8090, -19.4360, 12.4240], [-0.5940, -21.5310, 8.1830], [1.4960, -21.0340, 9.9010], [3.1270, -19.6440, 9.1240], [4.6970, -18.3230, 10.0720], [1.4910, -20.6250, 6.2450]], "forces_ev_per_angstrom": [[0.19, -0.32, 0.03], [0.61, -1.21, -0.36], [-0.25, 3.41, -0.06], [-1.63, 0.79, -1.23], [-0.49, 1.63, -0.58], [-0.31, 0.57, 0.41], [2.12, -0.79, -0.04], [1.57, 1.23, -1.03], [-0.81, -0.32, 0.52], [-0.45, 0.27, -0.35], [-1.20, -0.33, 1.45], [0.25, -0.34, 0.81], [0.07, 0.11, 0.41], [0.84, 0.04, -1.02], [0.14, -1.05, 0.84], [-2.13, 2.78, 1.37], [0.57, -0.44, 0.53], [-0.24, 0.38, -0.09], [0.46, 0.63, 0.72], [0.30, 0.02, -1.62], [0.76, -1.54, -1.00], [0.45, 0.81, -1.32], [-0.95, -0.37, -0.34], [0.33, 0.77, 0.71], [0.40, -0.19, 1.28], [0.23, -1.29, -0.25], [1.25, -0.15, 0.23], [-1.01, -0.33, 1.98], [-0.24, -2.30, -1.12], [-1.16, -0.06, -0.37], [-0.81, -1.62, 0.45], [-0.06, -0.15, -0.83], [1.21, -0.63, -0.12]], "lowdin_charge": [-0.051, -0.026, -0.052, -0.049, -0.046, -0.023, 0.013, -0.039, -0.070, -0.071, -0.009, 0.018, 0.030, 0.004, -0.040, 0.012, 0.009, 0.039, 0.008, -0.023, 0.090, 0.031, 0.091, -0.013, -0.023, 0.078, 0.038, 0.020, 0.062, 0.020, -0.038, -0.031, 0.042], "orbital_gap_ev": 10.03, "total_charge": 0, "de_lowest_kj_mol": 253.2, "smiles": "O.O.O.O.O.O.O.O.O.O.O", "e_lumo_ev": -0.3462}

---

2.
{"formula": "C20H30N2O6S", "method": "ωB97M-V/def2-TZVPD", "species": ["S", "O", "O", "O", "O", "O", "O", "N", "N", "C", "C", "C", "C", "C", "C", "C", "C", "C", "C", "C", "C", "C", "C", "C", "C", "C", "C", "C", "C", "H", "H", "H", "H", "H", "H", "H", "H", "H", "H", "H", "H", "H", "H", "H", "H", "H", "H", "H", "H", "H", "H", "H", "H", "H", "H", "H", "H", "H", "H"], "coordinates": [[-1.7474, -4.2886, 0.2274], [2.1672, 1.2697, -1.9525], [-2.7485, -3.7450, -0.6461], [-2.1774, -4.8462, 1.4820], [0.4586, 6.7121, 0.5473], [2.1093, 0.0452, 1.3161], [-1.6882, 6.5925, -0.1020], [-0.8919, -5.3696, -0.7085], [0.7886, 2.0583, -0.3584], [2.7799, 0.7477, 0.2891], [0.4033, 3.9231, 1.1706], [0.6861, -5.9611, 1.0250], [-0.1180, 2.6109, -1.3465], [-0.3324, -2.5567, 1.8351], [0.5674, -1.5356, 2.0569], [1.2694, -0.9724, 0.9870], [0.7382, -7.0691, -1.2226], [0.1609, -2.4798, -0.5146], [0.4371, 2.4030, 1.0005], [1.0710, -1.4580, -0.3040], [-0.1544, 4.1332, -1.2525], [-0.1647, -6.4948, -0.1261], [-0.5107, 6.0693, 0.2425], [-1.2905, 8.5432, -1.5072], [-1.1342, -7.5655, 0.3829], [1.8794, 1.3930, -0.7747], [-0.5332, -3.0201, 0.5480], [-1.7803, 8.0187, -0.1656], [-0.5597, 4.5542, 0.1671], [-0.2343, 8.3170, -1.6310], [-0.5557, 1.9873, 1.2148], [-1.1879, 8.4467, 0.6493], [1.3295, -7.8900, -0.8261], [0.0432, -5.5848, 1.8148], [-1.5872, 4.2320, 0.3586], [1.6045, -1.0462, -1.1446], [0.0985, 4.1643, 2.1897], [0.7439, -1.1483, 3.0478], [-0.5875, -8.3873, 0.8383], [-1.4268, 9.6198, -1.5490], [-1.8489, 8.0824, -2.3185], [-0.0196, -2.8621, -1.5060], [-1.8002, -7.1279, 1.1216], [3.3559, 1.5245, 0.8016], [1.3987, 4.3402, 1.0085], [1.4086, -6.2995, -1.5957], [0.8358, 4.5340, -1.4782], [0.1419, -7.4411, -2.0525], [-1.7320, -7.9575, -0.4380], [-1.4477, -5.6263, -1.5102], [3.4800, 0.0927, -0.2435], [1.3280, -5.1549, 0.6776], [0.2334, 2.2949, -2.3299], [-0.8634, 4.5280, -1.9809], [-0.8911, -3.0023, 2.6425], [1.1453, 1.9704, 1.7030], [-2.8385, 8.2416, -0.0163], [1.3067, -6.7584, 1.4259], [-1.1181, 2.1993, -1.1695]], "forces_ev_per_angstrom": [[0.04, 0.12, -0.32], [0.28, -0.08, -0.19], [0.13, 0.00, -0.22], [0.31, 0.11, -0.04], [0.12, 0.15, -0.01], [-0.03, -0.14, 0.13], [-0.34, -0.09, -0.14], [-0.47, 0.63, 0.19], [-0.30, 0.08, -0.04], [0.22, -0.01, -0.22], [-0.22, -0.10, -0.07], [0.02, -0.15, -0.13], [0.05, 0.14, -0.46], [-0.06, -0.03, 0.06], [0.13, 0.16, -0.15], [-0.24, -0.23, 0.14], [-0.21, 0.28, 0.20], [-0.01, 0.04, 0.02], [0.12, 0.28, 0.44], [0.12, 0.13, -0.01], [-0.21, -0.21, 0.10], [0.39, -0.43, 0.42], [-0.01, -0.49, 0.16], [-0.07, -0.29, 0.30], [0.10, 0.18, -0.01], [0.16, -0.22, 0.18], [-0.38, -0.46, -0.05], [0.16, 0.50, -0.04], [0.33, 0.29, 0.00], [0.08, 0.03, -0.03], [0.08, -0.04, 0.06], [-0.17, -0.05, -0.09], [0.03, -0.11, 0.04], [0.09, -0.02, 0.18], [0.03, 0.00, -0.01], [0.07, 0.06, -0.11], [0.04, 0.02, 0.05], [0.01, 0.03, 0.12], [0.06, -0.13, 0.03], [-0.01, 0.13, -0.04], [-0.05, 0.01, -0.09], [0.07, 0.00, -0.17], [-0.05, -0.08, 0.06], [-0.05, -0.10, -0.08], [0.02, -0.01, 0.05], [0.10, 0.07, -0.05], [0.03, 0.02, -0.04], [-0.06, -0.08, -0.13], [-0.07, -0.08, -0.10], [-0.25, 0.09, -0.15], [-0.16, 0.14, 0.03], [0.12, 0.06, -0.01], [-0.14, 0.01, 0.15], [0.01, 0.02, -0.05], [-0.02, -0.02, 0.16], [-0.13, -0.01, -0.07], [0.13, -0.04, 0.03], [0.05, -0.08, 0.05], [0.01, 0.00, -0.02]], "lowdin_charge": [0.655, 0.053, -0.288, -0.299, 0.124, -0.059, 0.001, -0.085, -0.035, -0.080, -0.113, -0.041, -0.121, -0.049, 0.017, -0.250, -0.039, -0.043, -0.128, 0.019, -0.105, -0.644, -0.482, -0.060, -0.038, -0.454, -0.299, -0.212, -0.225, 0.076, 0.138, 0.121, 0.086, 0.069, 0.156, 0.111, 0.128, 0.122, 0.086, 0.077, 0.078, 0.120, 0.069, 0.142, 0.128, 0.084, 0.137, 0.081, 0.085, 0.115, 0.141, 0.088, 0.124, 0.126, 0.117, 0.120, 0.123, 0.091, 0.137], "orbital_gap_ev": 9.63, "total_charge": 0, "de_lowest_kj_mol": 5.7, "smiles": "CCOC(=O)C1CCN(C(=O)COc2ccc(S(=O)(=O)NC(C)(C)C)cc2)CC1", "e_lumo_ev": 0.6111}

---

3.
{"formula": "C5H8O2", "method": "ωB97M-V/def2-TZVPD", "species": ["O", "O", "C", "C", "C", "C", "C", "H", "H", "H", "H", "H", "H", "H", "H"], "coordinates": [[0.0080, 2.3470, -0.0177], [-0.9202, -0.7403, -2.3195], [0.3216, -0.4519, -1.6264], [-0.1191, -0.1491, -0.2026], [-0.0163, 1.2300, 0.4298], [0.2983, -0.7555, 1.1784], [0.0970, 0.6386, 1.8388], [1.3353, -1.1005, 1.2842], [-1.1688, -0.3679, -0.5261], [-0.3634, -1.5493, 1.5347], [0.8305, 0.3949, -2.1008], [0.9356, -1.3533, -1.7130], [-1.3134, 0.0931, -2.6206], [0.9111, 1.0293, 2.4575], [-0.8364, 0.7348, 2.4035]], "forces_ev_per_angstrom": [[0.07, -0.56, 0.20], [0.49, 0.12, -1.03], [-0.08, -0.07, -0.28], [-0.50, -0.11, -0.27], [-0.13, 0.39, -0.14], [-0.05, -0.15, -0.07], [0.00, 0.07, 0.10], [-0.24, 0.13, -0.36], [0.12, 0.31, 1.96], [0.13, 0.15, -0.04], [0.02, -0.16, 0.12], [-0.08, 0.19, 0.06], [0.26, -0.26, 0.07], [-0.10, -0.06, -0.16], [0.09, 0.01, -0.15]], "lowdin_charge": [0.103, -0.100, -0.181, -0.209, -0.369, -0.110, -0.082, 0.110, 0.159, 0.104, 0.124, 0.123, 0.096, 0.115, 0.118], "orbital_gap_ev": 10.33, "total_charge": 0, "de_lowest_kj_mol": 175.5, "smiles": "O=C1CC[C@@H]1CO", "e_lumo_ev": 0.8303}